{
  "formula": "C29H32BGdN6OS",
  "method": "the ωB97M-V functional and the def2-TZVPD basis",
  "s_squared": 16.06,
  "multiplicity": 8,
  "e_above_lowest_kj_mol": 0.00,
  "total_energy_ev": -73927.898,
  "homo_lumo_gap_ev": [7.382, 6.874],
  "fmax_ev_per_a": 1.29,
  "species": ["Gd", "C", "C", "N", "C", "S", "N", "N", "C", "C", "C", "C", "C", "C", "C", "N", "H", "H", "H", "H", "H", "H", "H", "H", "H", "H", "H", "H", "H", "C", "C", "C", "C", "C", "C", "C", "C", "C", "C", "C", "C", "C", "C", "C", "N", "H", "H", "H", "H", "H", "H", "H", "H", "H", "H", "B", "C", "N", "H", "H", "H", "C", "C", "C", "O", "H", "H", "H", "H", "H", "H"],
  "xyz": [[-0.09167, -0.34098, 0.79276], [-2.92309, -5.53784, -1.52577], [-3.19180, -5.14174, -0.08324], [-2.04365, -4.55134, 0.59608], [-1.81215, -3.22348, 0.60101], [-0.98030, -2.64625, 1.97421], [-2.31762, -2.58754, -0.47234], [-2.15248, -1.24680, -0.37348], [-2.66827, -0.51743, -1.30538], [-3.28836, -1.07410, -2.54491], [-2.68817, 0.91743, -0.96211], [-3.44243, 1.79995, -1.75094], [-3.50508, 3.14388, -1.35089], [-2.87001, 3.52434, -0.17416], [-2.17592, 2.55683, 0.54958], [-2.04862, 1.29281, 0.14620], [-3.81777, -5.92905, -2.01531], [-2.14416, -6.29331, -1.53002], [-2.57220, -4.69091, -2.10451], [-3.50890, -6.00320, 0.50531], [-3.98230, -4.38886, -0.09329], [-1.69664, -5.00692, 1.41434], [-2.91356, -2.05513, -2.71712], [-3.05564, -0.44325, -3.40622], [-4.36957, -1.12012, -2.42004], [-3.87255, 1.44669, -2.68414], [-4.04521, 3.89391, -1.91911], [-2.91550, 4.56176, 0.17432], [-1.70274, 2.82822, 1.48023], [2.30689, -4.07216, -0.29357], [3.50828, -3.82201, 0.36099], [3.83272, -2.52602, 0.72864], [2.92625, -1.47049, 0.50069], [1.66777, -1.72334, -0.07132], [1.40638, -3.04150, -0.47088], [3.29037, -0.08554, 0.85595], [4.65193, 0.28014, 0.94094], [4.99881, 1.59430, 1.01764], [3.95457, 2.56727, 1.11656], [4.19642, 3.95195, 1.20778], [3.15154, 4.84419, 1.26851], [1.81326, 4.37535, 1.26018], [1.55034, 3.03830, 1.24729], [2.60090, 2.11549, 1.15800], [2.31926, 0.79436, 1.02209], [2.03008, -5.08961, -0.53743], [4.18837, -4.65320, 0.48905], [4.77409, -2.36839, 1.21472], [0.44097, -3.27296, -0.91333], [5.42425, -0.46513, 0.84555], [6.03700, 1.86687, 1.02386], [5.21155, 4.28972, 1.12899], [3.33961, 5.89878, 1.23038], [1.00387, 5.07825, 1.24567], [0.54596, 2.66859, 1.29395], [-1.09097, 0.77050, 5.61037], [-0.53529, 0.82656, 4.11110], [-0.23177, 0.82296, 2.99750], [-1.78669, -0.21345, 5.66355], [-1.74403, 1.76670, 5.82433], [-0.11655, 0.74869, 6.32998], [0.00273, 1.21626, -3.71229], [0.29613, 1.76965, -2.34550], [0.61641, 3.23340, -2.22066], [0.29951, 1.06681, -1.34685], [0.83115, 1.46974, -4.39332], [-0.91606, 1.66239, -4.09967], [-0.09710, 0.14336, -3.64334], [0.37950, 3.80671, -3.12100], [1.66199, 3.35236, -1.94972], [0.05597, 3.61660, -1.37644]],
  "forces_ev_per_angstrom": [[0.02, 0.69, 0.35], [0.22, -0.22, 0.12], [-0.19, 0.40, -0.34], [-0.20, -0.30, -0.11], [-0.55, -0.13, -1.01], [0.17, 0.37, 0.39], [0.63, 0.10, 0.73], [-0.23, -0.39, -0.33], [0.54, -0.15, 0.55], [-0.22, 0.95, 0.22], [-0.69, 0.04, -1.02], [0.62, 0.69, 0.33], [0.10, -0.49, 0.02], [-0.14, 0.10, 0.01], [-0.07, 0.20, -0.38], [-0.18, 0.69, 0.32], [0.02, -0.07, 0.16], [0.10, -0.24, -0.24], [0.04, 0.20, 0.03], [-0.04, 0.04, -0.04], [-0.14, -0.12, 0.22], [0.04, -0.28, 0.27], [0.21, -0.76, -0.08], [-0.10, -0.02, 0.03], [-0.15, -0.08, -0.16], [-0.14, 0.16, 0.31], [0.01, -0.20, -0.09], [0.02, -0.51, -0.06], [0.19, -0.11, 0.19], [0.02, 0.02, 0.50], [-0.06, 0.08, -0.54], [-0.49, -0.18, -0.29], [-0.17, -0.61, 0.07], [0.60, -0.64, 0.10], [-0.46, 0.45, -0.20], [-0.25, 0.23, 0.27], [0.42, 0.49, -0.30], [-1.12, -0.12, 0.28], [-0.19, -0.11, 0.30], [-0.52, 0.16, -0.32], [-0.09, -0.61, -0.37], [0.67, 0.01, 0.10], [0.11, 0.23, 0.00], [1.23, -0.37, -0.11], [-0.28, -0.63, -0.30], [0.05, 0.01, -0.23], [0.16, 0.14, 0.30], [0.33, 0.19, 0.20], [0.00, -0.04, 0.02], [-0.02, -0.09, -0.02], [0.26, 0.33, 0.00], [0.35, 0.23, 0.14], [0.09, 0.36, 0.16], [-0.27, 0.29, 0.14], [-0.31, -0.12, -0.01], [0.37, 0.22, -0.24], [-0.76, -0.01, 0.94], [0.41, -0.14, -1.04], [0.06, -0.15, 0.04], [0.00, 0.11, -0.16], [-0.04, -0.15, 0.08], [0.35, 0.08, 0.15], [0.22, -0.05, 0.27], [-0.28, 0.01, -0.13], [-0.08, 0.09, -0.43], [-0.32, 0.00, 0.17], [0.06, 0.05, -0.03], [-0.09, -0.29, -0.07], [0.13, -0.14, 0.12], [0.22, -0.03, -0.10], [-0.18, 0.16, 0.16]],
  "mulliken_spin": [6.589, 0.000, 0.000, 0.002, 0.002, 0.047, 0.007, 0.032, -0.002, 0.002, -0.004, -0.002, 0.000, 0.000, -0.002, 0.004, 0.000, 0.000, 0.000, 0.000, 0.000, -0.001, 0.000, 0.000, 0.000, 0.000, 0.000, 0.000, 0.000, 0.015, -0.014, 0.017, -0.006, 0.199, -0.001, 0.069, -0.008, 0.004, -0.004, 0.002, -0.002, 0.002, 0.001, 0.004, 0.011, 0.002, -0.001, 0.001, 0.007, 0.000, 0.000, 0.000, 0.000, 0.000, 0.006, 0.000, -0.002, 0.014, 0.000, 0.000, 0.000, 0.002, -0.006, 0.001, 0.012, 0.000, 0.000, 0.000, 0.000, 0.000, 0.000]
}

{
  "formula": "C29H32BrN2O8PS2Sc",
  "method": "the ωB97M-V functional and the def2-TZVPD basis",
  "charge": -1,
  "multiplicity": 1,
  "e_above_lowest_kj_mol": 102.71,
  "total_energy_ev": -171667.226,
  "homo_lumo_gap_ev": 7.149,
  "fmax_ev_per_a": 0.67,
  "species": ["Sc", "N", "C", "C", "C", "O", "O", "H", "H", "H", "H", "H", "H", "O", "C", "O", "C", "N", "C", "C", "C", "H", "H", "H", "H", "H", "H", "H", "H", "H", "Br", "C", "C", "C", "C", "C", "C", "C", "O", "O", "H", "H", "H", "H", "S", "P", "S", "C", "C", "C", "C", "C", "C", "C", "C", "C", "C", "C", "C", "H", "H", "H", "H", "H", "H", "H", "H", "H", "H", "C", "C", "O", "O", "H", "H", "H"],
  "xyz": [[0.26613, -0.12240, 0.69320], [-1.56058, 1.05356, 1.58542], [-2.02921, 0.59075, 2.90745], [-2.30283, -0.91063, 2.93384], [-1.04979, -1.77976, 2.95644], [-1.01288, -2.78569, 3.64240], [-0.06660, -1.34134, 2.22883], [-1.31266, 2.03783, 1.62467], [-2.28152, 0.93363, 0.87887], [-2.93868, 1.12167, 3.19948], [-1.25085, 0.84782, 3.62596], [-2.88482, -1.19876, 2.05340], [-2.89106, -1.16143, 3.81486], [1.11189, 2.76834, -0.56402], [0.70752, 1.85970, -1.50554], [-0.09809, 0.94717, -1.06099], [0.26478, 2.55064, -2.80775], [0.97047, 3.83792, -2.96316], [-0.01221, 4.91394, -3.16105], [-1.23443, 4.39766, -2.41439], [-1.22552, 2.91073, -2.77622], [0.49357, 1.86290, -3.61959], [1.67645, 3.80453, -3.68284], [1.43808, 3.53775, -1.07036], [-0.25745, 5.06432, -4.22030], [0.36375, 5.85739, -2.76384], [-2.15164, 4.90953, -2.70619], [-1.09285, 4.52702, -1.33864], [-1.65554, 2.76976, -3.77085], [-1.76722, 2.27229, -2.07986], [-3.48795, -0.74946, -2.49072], [-2.53979, -2.37851, -2.71319], [-2.99925, -3.22447, -3.71481], [-2.34060, -4.41699, -3.97323], [-1.21133, -4.75498, -3.24234], [-0.75534, -3.89465, -2.25778], [-1.41633, -2.70236, -1.96728], [-0.84510, -1.86163, -0.85717], [-1.59131, -1.14239, -0.15256], [0.39809, -1.91641, -0.65733], [-3.87008, -2.93964, -4.28910], [-2.70977, -5.07450, -4.75146], [-0.68657, -5.68147, -3.44074], [0.13073, -4.12199, -1.68099], [4.37202, 2.52135, 3.76321], [3.06826, 1.07970, 3.44266], [1.34552, 1.60994, 2.53711], [2.68425, 0.17795, 4.99480], [3.61276, 0.15180, 6.03253], [3.36117, -0.59808, 7.17456], [2.18790, -1.33523, 7.28400], [1.25879, -1.31268, 6.25259], [1.50566, -0.54926, 5.11850], [3.79327, -0.24529, 2.40252], [4.99524, -0.03600, 1.73770], [5.53025, -1.03330, 0.92907], [4.86554, -2.24397, 0.78203], [3.66046, -2.45432, 1.44220], [3.12570, -1.46028, 2.24934], [4.52050, 0.73458, 5.93744], [4.08545, -0.60892, 7.98090], [1.99941, -1.92739, 8.17235], [0.34700, -1.89565, 6.31072], [0.79022, -0.52439, 4.30939], [5.50321, 0.91127, 1.86876], [6.46999, -0.86339, 0.41672], [5.28464, -3.02244, 0.15457], [3.12695, -3.38974, 1.32480], [2.17022, -1.63093, 2.73946], [3.82705, -0.41070, -1.82548], [2.64074, 0.28812, -1.23077], [2.08017, 1.15797, -2.01294], [2.25323, -0.00957, -0.09943], [3.44526, -1.23624, -2.42976], [4.44970, -0.81434, -1.02643], [4.39219, 0.25965, -2.46892]],
  "forces_ev_per_angstrom": [[0.09, 0.15, -0.09], [0.13, -0.03, -0.05], [0.01, -0.04, -0.09], [-0.03, 0.06, -0.05], [0.06, 0.13, -0.04], [0.03, -0.04, 0.00], [-0.18, -0.49, 0.42], [-0.02, -0.01, 0.00], [0.03, -0.02, 0.01], [-0.05, 0.04, 0.01], [0.04, 0.00, 0.01], [-0.01, 0.01, -0.01], [-0.02, 0.00, 0.03], [-0.08, 0.05, 0.02], [-0.01, 0.02, 0.15], [0.04, 0.23, 0.08], [0.02, 0.00, -0.13], [-0.03, 0.05, -0.06], [0.04, -0.08, 0.02], [0.00, -0.03, 0.02], [-0.05, 0.03, 0.05], [-0.05, -0.04, -0.06], [0.01, 0.01, 0.01], [0.03, -0.09, 0.02], [0.00, -0.01, -0.03], [0.03, 0.02, 0.01], [0.01, -0.01, 0.00], [0.00, -0.01, -0.03], [0.00, 0.00, 0.01], [0.02, 0.04, -0.04], [-0.03, 0.01, -0.03], [-0.13, 0.03, -0.11], [0.02, -0.05, -0.02], [-0.06, 0.06, -0.01], [0.05, 0.03, 0.06], [-0.01, -0.06, -0.04], [0.12, -0.06, 0.10], [0.02, -0.09, 0.02], [-0.05, -0.01, -0.09], [-0.10, 0.05, -0.05], [0.01, 0.00, 0.00], [0.01, 0.02, 0.02], [-0.01, 0.03, 0.01], [0.01, -0.01, 0.00], [-0.04, -0.05, 0.05], [0.15, -0.03, -0.13], [-0.23, 0.11, 0.06], [0.04, 0.00, -0.01], [-0.03, -0.01, 0.03], [0.00, 0.02, -0.05], [-0.01, 0.02, -0.03], [0.02, 0.03, -0.03], [-0.01, -0.01, 0.02], [0.08, -0.16, 0.10], [0.02, -0.09, 0.01], [0.03, -0.04, 0.31], [0.02, -0.07, 0.27], [0.06, 0.03, 0.03], [0.08, -0.05, 0.15], [0.00, 0.00, 0.00], [-0.01, 0.00, -0.01], [0.01, 0.01, -0.02], [0.03, 0.02, 0.00], [-0.04, -0.01, -0.02], [0.02, 0.01, 0.01], [0.01, 0.01, -0.01], [-0.01, 0.01, -0.01], [0.00, 0.02, -0.01], [0.17, -0.01, -0.05], [0.09, 0.04, 0.03], [-0.03, 0.06, -0.16], [-0.04, -0.01, 0.06], [-0.02, 0.13, -0.23], [-0.01, -0.01, -0.01], [-0.25, 0.17, -0.38], [-0.01, 0.02, -0.04]],
  "mulliken_charge": [-0.537, -0.016, -0.860, -0.478, 0.295, -0.751, -0.056, 0.315, 0.224, 0.453, 0.266, 0.190, 0.438, -0.324, 0.202, -0.017, -0.221, -0.420, -0.710, -0.583, -0.592, 0.406, 0.243, 0.382, 0.330, 0.368, 0.466, 0.186, 0.386, 0.055, -0.180, 0.133, -0.624, -0.466, -0.721, -0.300, 0.082, 1.358, -0.359, -0.581, 0.407, 0.363, 0.376, 0.423, -0.594, 1.213, -0.425, -0.007, -0.700, -0.545, -0.440, -0.531, 0.490, 0.260, -0.326, -0.737, -0.288, -0.652, -0.269, 0.335, 0.366, 0.355, 0.428, -0.436, 0.352, 0.328, 0.343, 0.409, 0.197, -1.038, 0.696, -0.382, 0.429, 0.233, -0.043, 0.431]
}